72
Properties=species:S:1:pos:R:3 method="wB97M-V/def2-TZVPD" e_homo_ev=-12.359 total_charge=+2 e_above_lowest_kcal_mol=34.39 lumo_energy_ev=-5.93 homo_lumo_gap_ev=6.43 total_energy_ha=-3400.4688
Lu 0.05 0.55 0.00
C -3.50 -5.78 -0.45
C -2.55 -4.63 -0.47
C -1.19 -4.80 -0.20
C -0.32 -3.73 -0.26
C -0.74 -2.44 -0.62
N 0.20 -1.41 -0.76
C 1.35 -1.82 -1.46
C 1.19 -2.53 -2.66
C 2.26 -3.00 -3.38
C 3.57 -2.76 -2.95
C 4.72 -3.28 -3.73
C 3.75 -2.06 -1.77
C 2.67 -1.62 -1.01
N 2.91 -1.12 0.29
C 3.95 -1.46 1.07
C 3.76 -0.88 2.31
C 2.56 -0.20 2.20
N 2.04 -0.34 0.96
C -2.12 -2.28 -0.89
C -3.00 -3.35 -0.78
N -2.64 -1.07 -1.39
C -3.67 -0.99 -2.25
C -3.91 0.35 -2.49
C -2.97 1.02 -1.72
N -2.17 0.16 -1.06
H -3.03 -6.67 -0.86
H -4.39 -5.55 -1.03
H -3.81 -6.00 0.57
H -0.82 -5.78 0.05
H 0.73 -3.89 -0.04
H 0.18 -2.72 -3.00
H 2.09 -3.57 -4.28
H 4.47 -4.23 -4.19
H 5.60 -3.40 -3.11
H 4.97 -2.59 -4.54
H 4.75 -1.86 -1.43
H 4.75 -2.09 0.73
H 4.39 -0.96 3.17
H 2.03 0.36 2.96
H -4.05 -3.19 -0.95
H -4.15 -1.86 -2.65
H -4.66 0.77 -3.13
H -2.87 2.09 -1.63
N 3.96 6.51 3.60
C 3.40 5.67 3.07
C 2.72 4.60 2.43
C 1.74 3.87 3.11
C 1.11 2.84 2.44
N 1.41 2.47 1.18
C 2.35 3.17 0.55
C 3.02 4.25 1.11
H 1.48 4.12 4.12
H 0.33 2.27 2.93
H 2.59 2.85 -0.46
H 3.75 4.80 0.54
N -0.24 2.89 -1.33
C -1.16 3.22 -0.30
N -1.37 2.35 0.65
C -2.31 2.80 1.55
C -2.73 2.11 2.68
C -3.69 2.70 3.48
C -4.22 3.95 3.17
C -3.80 4.65 2.05
C -2.84 4.07 1.24
S -2.10 4.68 -0.21
H -0.71 2.82 -2.24
H 0.44 3.66 -1.46
H -2.32 1.13 2.90
H -4.02 2.19 4.38
H -4.98 4.37 3.80
H -4.21 5.62 1.83

---

44
Properties=species:S:1:pos:R:3 method="wB97M-V/def2-TZVPD" e_homo_ev=-9.535 e_above_lowest_kcal_mol=0.00 lumo_energy_ev=0.25 smiles="CN(C)C=O.BrCCBr.BrCCBr.BrCCBr.BrCCBr" homo_lumo_gap_ev=9.79 total_energy_ha=-21155.0529
Br 16.58 24.95 -14.96
C 16.86 23.08 -14.46
C 15.67 22.22 -14.74
Br 15.33 22.00 -16.63
H 17.06 23.08 -13.39
H 17.75 22.74 -14.98
H 14.77 22.59 -14.27
H 15.86 21.24 -14.32
Br 14.14 18.92 -10.38
C 14.24 20.53 -9.31
C 13.22 21.52 -9.81
Br 13.23 23.08 -8.67
H 15.24 20.95 -9.32
H 14.03 20.22 -8.29
H 12.22 21.10 -9.71
H 13.44 21.81 -10.83
Br 8.82 24.16 -10.80
C 10.05 25.25 -11.79
C 10.28 26.59 -11.16
Br 11.40 26.39 -9.57
H 9.67 25.38 -12.81
H 10.99 24.71 -11.91
H 9.34 27.00 -10.81
H 10.84 27.22 -11.84
Br 13.46 29.25 -10.65
C 13.23 29.86 -8.83
C 12.21 30.96 -8.74
Br 10.39 30.31 -8.91
H 14.20 30.20 -8.48
H 12.94 29.00 -8.23
H 12.38 31.75 -9.48
H 12.24 31.44 -7.76
C 16.17 24.03 -10.61
O 16.17 22.90 -11.06
N 15.38 25.03 -11.05
C 15.41 26.36 -10.46
C 14.29 24.73 -11.95
H 16.84 24.36 -9.80
H 14.41 26.70 -10.19
H 15.84 27.06 -11.18
H 16.03 26.33 -9.57
H 14.14 25.59 -12.61
H 14.63 23.94 -12.62
H 13.35 24.46 -11.47

---

96
Properties=species:S:1:pos:R:3 method="wB97M-V/def2-TZVPD" e_homo_ev=-9.167 total_charge=+1 e_above_lowest_kcal_mol=0.00 lumo_energy_ev=-3.68 homo_lumo_gap_ev=5.49 total_energy_ha=-4980.0253
Zr -1.22 -1.01 -1.82
N -2.43 -5.12 -3.42
C -2.28 -4.00 -2.69
S -2.37 -2.47 -3.56
N -2.13 -4.12 -1.40
N -1.99 -2.89 -0.79
C -2.24 -2.86 0.47
C -2.46 -1.62 1.20
C -2.47 -1.64 2.60
C -2.84 -0.54 3.33
C -3.28 0.61 2.66
C -3.32 0.65 1.28
C -2.88 -0.45 0.54
O -2.84 -0.37 -0.80
H -2.54 -5.07 -4.42
H -2.44 -6.01 -2.96
H -2.40 -3.81 0.97
H -2.17 -2.56 3.11
H -2.83 -0.56 4.41
H -3.61 1.47 3.23
H -3.66 1.53 0.75
C 1.33 5.91 9.97
O 2.00 4.73 9.55
C 1.72 4.24 8.33
C 2.40 3.08 7.97
C 2.18 2.51 6.73
C 1.27 3.07 5.83
C 0.61 4.24 6.20
C 0.82 4.83 7.43
C 1.01 2.48 4.52
N 0.46 3.09 3.50
C 0.40 2.15 2.51
C 0.92 0.95 2.92
N 1.32 1.18 4.22
C 0.99 -0.20 2.09
C 1.56 -1.43 2.46
C 1.56 -2.46 1.56
C 0.98 -2.27 0.31
N 0.43 -1.12 -0.07
C 0.44 -0.08 0.81
C -0.11 1.17 0.35
N -0.60 1.21 -0.91
C -1.07 2.36 -1.36
C -1.09 3.53 -0.60
C -0.62 3.50 0.68
C -0.12 2.30 1.18
H 1.69 6.11 10.98
H 0.25 5.77 9.99
H 1.58 6.75 9.32
H 3.10 2.65 8.67
H 2.75 1.62 6.47
H -0.09 4.69 5.50
H 0.29 5.73 7.69
H 1.71 0.51 4.87
H 1.99 -1.56 3.45
H 1.99 -3.43 1.80
H 0.94 -3.06 -0.41
H -1.46 2.37 -2.37
H -1.49 4.44 -1.04
H -0.63 4.38 1.32
O -1.83 2.49 -8.27
N -0.91 1.69 -8.23
O -0.26 1.33 -9.18
C -0.57 1.12 -6.91
C 0.70 0.72 -6.75
C 1.16 0.23 -5.49
C 2.50 -0.15 -5.26
C 2.86 -0.58 -4.02
C 1.87 -0.68 -3.02
N 0.61 -0.33 -3.21
C 0.26 0.13 -4.43
C -1.11 0.54 -4.62
N -1.94 0.38 -3.57
C -3.22 0.70 -3.69
C -3.74 1.21 -4.88
C -2.92 1.37 -5.96
C -1.55 1.04 -5.86
H 1.39 0.80 -7.57
H 3.22 -0.07 -6.06
H 3.86 -0.90 -3.78
H 2.15 -1.02 -2.03
H -3.84 0.53 -2.82
H -4.79 1.46 -4.93
H -3.31 1.75 -6.89
C 4.00 -4.10 -4.16
S 4.11 -3.67 -2.41
C 2.85 -4.70 -1.74
C 1.52 -4.54 -1.91
S 0.76 -3.31 -2.86
S 0.53 -5.70 -1.03
C 1.81 -6.57 -0.24
S 1.53 -7.71 0.91
S 3.37 -6.01 -0.70
H 4.78 -3.54 -4.67
H 3.02 -3.83 -4.56
H 4.19 -5.17 -4.30